[1]
C50H53BrFN4O4SiTa | ωB97M-V/def2-TZVPD

Calculated values
- net charge = +2
- lowest unoccupied orbital energy (eV) = -7.2
- E_HOMO (eV) = -13.501

Geometry as XYZ:
```
115
Properties=species:S:1:pos:R:3:forces:R:3:lowdin_charge:R:1
Ta -0.6325 0.0068 0.6242 0.6 -1.5 0.4 1.909
C 1.0525 6.1219 1.3402 0.0 0.1 0.0 -0.019
C 1.4011 4.7140 0.9696 0.1 -0.1 -0.1 -0.204
C 2.6020 4.4045 0.3362 -0.1 0.0 0.0 0.027
C 2.8996 3.0916 -0.0039 0.2 -0.1 -0.1 -0.057
C 1.9378 2.1642 0.3054 -0.1 0.1 0.1 -0.686
Br 2.1409 0.2927 -0.0979 -0.3 -0.1 0.0 0.944
N 0.7835 2.4026 0.8863 0.0 -0.7 -0.1 -0.017
C 0.5233 3.6642 1.2291 -0.1 0.2 0.2 -0.069
H 1.9155 6.6390 1.7577 0.0 0.0 0.0 0.096
H 0.2364 6.1538 2.0594 0.0 0.0 0.0 0.078
H 0.7453 6.6745 0.4491 0.0 0.0 0.0 0.100
H 3.3142 5.1882 0.1101 0.0 0.0 0.0 0.139
H 3.8287 2.8149 -0.4818 0.0 0.0 0.0 0.124
H -0.4166 3.8260 1.7379 0.1 0.0 0.0 0.105
C -3.9008 -3.0354 -2.5933 -0.1 0.2 -0.1 -0.030
C -3.7023 -1.5264 -2.3799 0.2 -0.1 0.1 -0.340
C -2.2937 -1.1085 -2.8269 -0.2 0.0 0.1 -0.051
C -4.1829 -1.1020 -0.9906 0.2 0.0 0.0 -0.110
C -5.5271 -0.7525 -0.9393 0.0 0.0 0.0 -0.024
C -6.1525 -0.3685 0.2319 0.0 0.0 0.1 -0.031
C -5.4461 -0.3767 1.4166 -0.1 0.0 0.0 -0.025
C -4.1095 -0.7528 1.4428 0.4 -0.1 0.0 -0.149
C -3.4449 -0.9382 2.7977 -0.2 0.1 0.1 -0.373
C -3.3593 0.3836 3.5663 0.1 -0.2 -0.1 -0.052
C -4.2053 -1.9817 3.6295 0.1 0.0 -0.1 -0.035
C -3.4640 -1.0693 0.2301 -0.6 0.3 -0.1 -0.174
N -2.0612 -1.3799 0.2922 0.9 1.3 0.4 -0.088
C -1.7073 -2.7259 0.1367 0.4 -0.6 -0.2 -0.251
C -2.4934 -3.8191 0.4892 0.0 0.2 0.1 0.008
C -2.0058 -5.1046 0.3099 0.0 -0.1 0.0 -0.040
C -0.7440 -5.3275 -0.2258 -0.1 0.1 0.0 -0.031
C 0.0500 -4.2505 -0.6103 0.1 0.1 -0.1 0.025
C -0.4681 -3.0033 -0.4168 -0.3 0.0 -0.1 -0.223
F 0.2603 -1.8657 -0.7972 -0.1 0.4 0.3 -0.090
H -3.6374 -3.2968 -3.6195 0.0 0.0 0.0 0.094
H -4.9414 -3.3160 -2.4290 0.0 0.0 0.0 0.092
H -3.2768 -3.6209 -1.9220 0.0 0.0 0.0 0.060
H -4.3961 -1.0361 -3.0610 0.0 0.1 0.0 0.116
H -1.5692 -1.8926 -2.6251 0.2 0.0 0.1 0.066
H -1.9777 -0.1748 -2.3634 0.1 0.1 0.0 0.042
H -2.2896 -0.9524 -3.9062 0.0 0.0 0.0 0.096
H -6.0971 -0.7658 -1.8604 0.0 0.0 0.0 0.129
H -7.1944 -0.0763 0.2208 0.0 0.0 0.0 0.122
H -5.9481 -0.1211 2.3414 0.0 0.0 0.0 0.123
H -2.4348 -1.3299 2.6468 -0.1 0.0 0.0 0.093
H -4.3532 0.8144 3.6940 0.0 0.0 0.0 0.092
H -2.7458 1.1208 3.0442 0.0 0.0 0.1 0.048
H -2.9448 0.2153 4.5616 0.0 0.0 0.0 0.071
H -5.1534 -1.5822 3.9895 0.0 0.0 0.0 0.089
H -3.6145 -2.2744 4.4987 0.0 0.0 0.0 0.087
H -4.4175 -2.8762 3.0429 0.0 0.0 0.0 0.080
H -3.4829 -3.6525 0.8965 0.0 0.0 0.0 0.128
H -2.6232 -5.9473 0.5896 0.0 0.0 0.0 0.123
H -0.3722 -6.3344 -0.3515 0.0 0.0 0.0 0.123
H 1.0316 -4.3794 -1.0459 0.0 0.0 0.0 0.137
C 2.6790 2.0757 5.0373 0.0 -0.1 -0.1 -0.066
C 2.1090 0.6666 4.9033 0.0 0.1 0.0 -0.138
C 0.5489 0.5852 5.0967 0.1 0.1 0.2 -0.285
C 0.1005 1.3926 6.3204 -0.2 -0.2 0.0 -0.161
C -1.3968 1.3080 6.6134 0.1 0.0 0.0 -0.063
C 0.2873 -0.9014 5.2945 -0.1 0.1 0.0 -0.356
O 0.1236 -1.4603 6.3341 0.1 0.0 -0.1 0.185
N 0.3805 -1.6598 4.0909 -0.1 0.0 -0.2 0.256
C 0.1781 -1.1006 2.8933 0.2 -0.2 0.5 -0.556
O 0.2429 -1.7317 1.8033 -0.1 0.3 -0.2 -0.092
N -0.1562 0.1979 2.7617 -0.6 0.1 -1.4 0.037
C -0.0754 1.1178 3.8195 -0.3 0.3 -0.1 -0.409
O -0.4279 2.2556 3.6549 0.0 -0.2 0.1 0.123
H 3.7028 2.0845 4.6646 0.0 0.0 0.0 0.085
H 2.7055 2.3897 6.0784 0.0 0.1 0.0 0.087
H 2.0979 2.8034 4.4680 0.0 0.0 0.0 0.076
H 2.5661 0.0185 5.6539 0.0 0.0 0.0 0.137
H 2.3681 0.2571 3.9223 0.0 -0.1 0.0 0.115
H 0.3667 2.4340 6.1537 0.1 0.0 0.0 0.117
H 0.6677 1.0231 7.1756 0.0 0.0 0.0 0.136
H -1.9712 1.8124 5.8358 0.0 0.0 0.0 0.066
H -1.6099 1.8028 7.5595 0.0 0.0 0.0 0.090
H -1.7305 0.2746 6.7043 0.0 0.0 0.0 0.074
H 0.4801 -2.6652 4.1575 0.0 0.0 0.0 0.190
O -1.6059 1.2563 -0.2262 -0.1 -0.2 0.4 -0.415
Si -2.4080 2.6250 -0.8837 -0.6 1.3 -0.6 0.650
C -3.9779 2.3202 -1.8560 0.3 0.0 0.3 -0.226
C -3.9166 1.8971 -3.1869 0.1 -0.1 0.0 -0.101
C -5.0515 1.8707 -3.9806 0.0 -0.1 -0.1 -0.064
C -6.2702 2.2959 -3.4671 0.0 0.0 0.1 -0.056
C -6.3433 2.7489 -2.1577 -0.1 0.0 0.0 -0.063
C -5.2094 2.7595 -1.3609 0.0 -0.1 0.1 -0.084
C -1.1417 3.3401 -2.0645 0.0 -0.3 0.3 -0.236
C -1.4284 4.5628 -2.6796 -0.1 0.0 0.0 -0.088
C -0.5390 5.1346 -3.5752 0.0 0.0 0.0 -0.054
C 0.6531 4.4898 -3.8792 0.0 0.0 0.0 -0.059
C 0.9481 3.2696 -3.2891 0.1 -0.1 0.0 -0.072
C 0.0531 2.7010 -2.3948 -0.1 0.0 0.1 -0.115
C -2.7725 3.7409 0.5746 0.0 -0.2 -0.2 -0.242
C -3.6315 3.3177 1.5940 0.1 -0.1 -0.1 -0.113
C -3.9918 4.1734 2.6224 0.0 0.0 0.1 -0.056
C -3.5143 5.4767 2.6410 0.0 0.0 0.0 -0.050
C -2.6646 5.9155 1.6346 0.0 0.0 0.0 -0.068
C -2.2945 5.0534 0.6134 -0.1 0.0 -0.1 -0.111
H -2.9644 1.6058 -3.6177 0.0 0.0 0.0 0.102
H -4.9845 1.5391 -5.0093 0.0 0.0 0.0 0.114
H -7.1535 2.2928 -4.0922 0.0 0.0 0.0 0.115
H -7.2821 3.1129 -1.7598 0.0 0.0 0.0 0.114
H -5.2851 3.1314 -0.3474 0.0 0.0 0.0 0.094
H -2.3680 5.0621 -2.4657 0.0 0.0 0.0 0.116
H -0.7801 6.0792 -4.0446 0.0 0.0 0.0 0.116
H 1.3389 4.9280 -4.5920 0.0 0.0 0.0 0.114
H 1.8699 2.7558 -3.5335 0.0 0.0 0.0 0.111
H 0.2732 1.7254 -1.9694 0.1 0.0 0.0 0.056
H -4.0264 2.3063 1.5717 -0.1 0.0 0.0 0.087
H -4.6564 3.8327 3.4066 0.0 0.0 0.0 0.113
H -3.8091 6.1519 3.4333 0.0 0.0 0.0 0.115
H -2.2983 6.9344 1.6412 0.0 0.0 0.0 0.114
H -1.6256 5.4035 -0.1648 0.0 0.0 0.0 0.094
```
Forces are in eV/Å.

=====

[2]
C50H54Cl6N9O2V | ωB97M-V/def2-TZVPD

Calculated values
- net charge = +1
- lowest unoccupied orbital energy (alpha / beta) (eV) = -4.6 / -4.2
- <S²> = 0.831
- E_HOMO (alpha / beta) (eV) = -10.882 / -10.883
- 2S+1 = 2

Geometry as XYZ:
```
122
Properties=species:S:1:pos:R:3:forces:R:3:lowdin_spin:R:1
O 1.4504 -3.2916 1.3057 1.8 2.6 3.4 -0.315
V 1.8432 -2.1657 2.3988 -4.6 -0.7 -6.1 1.346
C -0.6633 -1.4731 -0.4076 -0.2 -0.5 0.1 -0.001
C -0.0818 -0.2811 0.3153 1.3 -0.7 -0.7 -0.001
C -1.0410 0.8717 0.3318 -0.8 0.0 0.7 -0.005
O 0.4357 -0.6352 1.5712 1.5 -1.3 2.5 -0.028
H -0.9183 -1.2116 -1.4346 0.1 -0.1 0.0 0.000
H -1.5740 -1.8535 0.0551 -0.3 0.4 0.2 0.000
H -0.0022 -2.3386 -0.3636 0.4 0.2 -0.4 0.000
H 0.7480 0.0917 -0.2851 0.5 -0.1 -0.4 0.001
H -1.4036 1.0714 -0.6766 0.2 0.1 -0.2 -0.001
H -0.6108 1.7748 0.7647 0.0 0.0 0.0 0.000
H -1.9214 0.5744 0.9014 -0.2 0.2 0.2 0.000
N 0.1375 -2.8640 3.7714 -0.2 -0.2 1.3 -0.004
C 0.3432 -3.4404 5.0360 0.4 1.1 -2.1 0.003
C -0.6619 -3.7729 5.8996 -1.4 -0.3 -0.3 0.000
C -1.9621 -3.6431 5.4330 -1.5 1.8 -1.6 0.002
C -2.2414 -3.0504 4.1690 1.7 -0.5 1.2 -0.001
C -1.1592 -2.6769 3.3832 0.4 -0.4 0.6 0.002
H 1.3796 -3.5920 5.2990 0.1 0.1 0.1 0.001
H -0.5853 -4.1313 6.9155 0.8 -0.1 -0.1 0.000
H -2.8457 -3.7932 6.0355 0.2 -0.5 0.4 0.000
H -3.2110 -2.7678 3.7864 -0.2 -0.4 0.3 0.000
H -1.4514 -2.2513 2.4346 1.1 0.3 -0.3 0.000
N -4.1558 -0.7495 -3.1759 -0.2 -1.7 0.0 0.000
C -4.3396 -2.0537 -3.5213 0.3 -0.1 1.3 0.000
C -4.4255 -3.0946 -2.5691 0.1 0.8 -0.7 0.000
C -4.3537 -2.7845 -1.2269 -0.4 0.2 0.0 0.000
C -4.2060 -1.4619 -0.8379 -0.1 -0.2 -0.9 0.000
C -4.1031 -0.5057 -1.8594 0.2 0.1 0.2 0.000
H -4.3579 -2.3512 -4.5593 -0.1 0.5 -0.3 0.000
H -4.5297 -4.1282 -2.8644 0.0 0.0 -0.3 0.000
H -4.4811 -3.5658 -0.4922 0.1 0.0 0.1 0.000
H -4.2042 -1.2538 0.2218 0.1 0.5 0.0 0.000
H -3.9154 0.5340 -1.6356 -0.1 0.2 0.3 0.000
N -1.1428 -4.7058 -5.4176 0.9 -0.1 1.7 0.000
C -0.4981 -5.7928 -4.9368 -0.8 0.2 0.7 0.000
C -0.1420 -5.9794 -3.5710 -1.8 1.6 -0.6 0.000
C -0.5417 -4.9445 -2.6989 0.8 0.2 0.0 0.000
C -1.0586 -3.7226 -3.1709 0.2 -1.9 -0.3 0.000
C -1.3500 -3.7125 -4.5144 0.3 0.3 -1.4 0.000
H -0.4013 -6.5942 -5.6542 0.4 -0.1 -0.1 0.000
H 0.2195 -6.9213 -3.1854 0.2 0.0 -0.1 0.000
H -0.3627 -5.0333 -1.6376 0.1 -0.2 0.1 0.000
H -1.3041 -2.8684 -2.5573 0.1 -0.2 0.1 0.000
H -1.7040 -2.7889 -4.9480 -0.4 0.1 -0.1 0.000
N -2.1296 0.6748 5.2398 -0.4 2.0 0.2 0.000
C -2.1863 0.9805 3.9146 -0.2 1.4 1.9 0.000
C -2.2889 2.3345 3.4567 0.7 -0.8 0.6 0.000
C -2.1548 3.3810 4.3627 0.0 -1.1 1.2 0.000
C -2.0672 3.0895 5.7609 -0.2 -0.7 -2.2 0.000
C -2.1534 1.7402 6.1334 0.6 0.3 -1.4 0.000
H -2.1428 0.1004 3.2903 0.0 0.2 -0.5 0.000
H -2.3339 2.6188 2.4157 -0.1 -0.4 -0.2 0.000
H -2.1030 4.3925 3.9878 -0.1 0.1 0.1 0.000
H -1.8857 3.9073 6.4426 -0.3 -0.2 0.3 0.000
H -2.1515 1.5856 7.2023 0.0 -0.8 0.0 0.000
N -3.2698 6.9691 1.3158 0.0 -2.2 -0.1 0.000
C -3.2001 5.6898 0.7938 2.0 2.0 0.3 0.000
C -2.0169 4.9227 0.9178 -1.2 0.4 0.1 0.000
C -1.0273 5.3806 1.7460 0.2 0.1 0.5 0.000
C -1.1366 6.6483 2.3033 1.5 0.0 0.6 0.000
C -2.2299 7.4082 2.0860 -2.7 -0.2 -2.2 0.000
H -3.9566 5.3413 0.1064 -0.5 0.3 0.2 0.000
H -1.8475 4.0006 0.3816 -0.4 -0.3 0.0 0.000
H -0.2218 4.7117 2.0109 0.3 0.3 -0.2 0.000
H -0.3279 7.1390 2.8245 0.3 -0.4 0.4 0.000
H -2.3774 8.4418 2.3624 0.4 0.0 0.4 0.000
N 2.7662 2.0969 -3.1717 -0.7 0.5 0.1 0.000
C 3.3534 3.1217 -3.8203 -0.3 -0.2 0.7 0.000
C 2.9444 4.4339 -3.6884 -0.9 -0.2 0.1 0.000
C 1.7592 4.6990 -2.9790 -0.3 -0.3 -1.3 0.000
C 1.0096 3.6349 -2.4723 1.7 0.4 0.4 0.000
C 1.6252 2.3849 -2.5090 0.4 0.2 -0.2 0.000
H 4.2078 2.9297 -4.4524 0.1 -0.4 0.1 0.000
H 3.4955 5.1746 -4.2489 -0.1 0.3 0.2 0.000
H 1.3123 5.6799 -3.0461 0.2 0.3 0.4 0.000
H 0.1210 3.7915 -1.8787 -0.2 0.0 -0.2 0.000
H 1.1461 1.6165 -1.9203 0.1 -0.6 -0.2 0.000
N 2.4860 -3.0422 -1.6787 0.3 1.1 -0.3 -0.002
C 2.3926 -1.8477 -2.3184 0.7 -0.7 -0.9 0.000
C 2.5032 -1.7433 -3.7035 -0.4 0.0 1.0 0.000
C 2.6951 -2.8948 -4.4197 -0.2 -0.6 -1.4 0.000
C 2.8139 -4.1403 -3.8348 0.4 0.8 2.0 0.000
C 2.7330 -4.1246 -2.4137 -0.5 0.0 -1.1 0.000
H 2.3543 -0.9050 -1.7927 -0.3 -0.2 0.8 0.000
H 2.4207 -0.8123 -4.2446 0.0 0.2 0.3 0.000
H 2.7061 -2.7636 -5.4916 0.2 -0.4 -0.2 0.000
H 3.0790 -5.0458 -4.3605 -0.3 0.0 -0.1 0.000
H 2.8020 -5.0505 -1.8620 0.1 -0.2 0.1 0.000
N 3.5776 -1.2178 1.2833 1.5 1.6 -1.2 -0.003
C 3.5714 0.1729 1.0872 -0.4 -0.9 0.2 0.003
C 4.5677 0.8960 0.4493 0.7 -1.2 -0.1 0.000
C 5.6499 0.1870 -0.0985 0.0 0.5 0.1 0.003
C 5.6721 -1.1789 -0.0436 -1.3 -0.5 0.5 -0.001
C 4.6362 -1.8242 0.6470 -0.2 0.0 1.0 0.003
H 2.6966 0.6853 1.4593 -0.1 -0.1 0.2 0.000
H 4.6190 1.9722 0.3743 -0.6 0.0 0.2 0.000
H 6.5005 0.6913 -0.5328 -0.1 0.3 -0.2 0.000
H 6.4323 -1.7955 -0.4998 0.1 0.1 0.1 0.000
H 4.8060 -2.8792 0.8033 -0.7 -0.2 0.0 0.000
N 2.8055 5.0810 3.6047 0.9 1.7 0.1 0.000
C 3.0946 5.8007 2.4945 -0.9 -1.1 -1.2 0.000
C 2.8251 5.3319 1.1995 0.4 -0.5 2.1 0.000
C 2.1890 4.0912 1.1269 0.3 0.2 -1.8 0.000
C 1.8659 3.3629 2.2358 0.5 0.3 2.2 0.000
C 2.2496 3.9018 3.4941 -0.4 -0.3 -1.7 0.000
H 3.5097 6.7970 2.4562 0.3 0.1 1.3 0.000
H 3.2441 5.8990 0.3815 -0.5 -0.2 -0.4 0.000
H 2.0103 3.7360 0.1228 -0.3 -0.4 -0.1 0.000
H 1.3613 2.4118 2.3209 -0.1 -0.2 -0.8 0.000
H 2.0845 3.3205 4.3892 -0.1 0.1 0.3 0.000
C -1.6726 -6.0247 1.4481 -0.3 -0.3 -1.8 0.000
Cl -0.2307 -5.9024 2.4134 0.1 0.1 -0.1 -0.001
Cl -1.4996 -7.2646 0.1125 0.0 0.5 1.0 0.000
Cl -2.0921 -4.4839 0.5444 0.2 -0.9 1.2 0.000
H -2.4756 -6.3782 2.0948 0.0 0.5 -0.3 0.000
C -1.7327 1.0949 -5.1536 -0.1 0.0 0.1 0.000
Cl -1.0634 2.7419 -5.5368 -0.7 -1.2 0.3 0.000
Cl -0.7930 0.3396 -3.8382 -0.1 0.2 -0.2 0.000
Cl -1.7894 0.0509 -6.5527 0.5 -0.2 -0.5 0.000
H -2.7827 1.0607 -4.8628 0.3 0.9 0.5 0.000
```
Forces are in eV/Å.

=====

ΔE to the lowest compared entry with this formula, charge and spin (computed, kcal per mole): 12.98, 74.71